Record 1
2 unconnected molecules or ions with the total composition C16H43NP3, computed with wB97M-V/def2-TZVPD.

Geometry as XYZ:
```
63
Properties=species:S:1:pos:R:3:forces:R:3:nbo_charge:R:1
H -2.7128 -0.2898 1.3102 0.0 0.0 0.0 0.183
C 1.7761 0.8821 -1.7433 0.0 -0.1 0.0 -0.745
C -0.1208 -0.5416 -0.0475 0.0 0.1 0.0 -0.756
H -2.9325 0.9113 -1.5077 0.0 0.0 0.0 0.227
H 3.1689 2.2368 4.2854 0.0 0.0 0.0 0.231
H 2.6816 1.4923 -1.7057 0.0 0.0 0.0 0.258
P -4.4748 -2.7152 -2.6859 0.2 -0.1 0.0 0.868
P -3.8602 -4.9249 -2.0791 0.1 0.0 0.2 0.401
H -3.2237 -2.0561 -2.9230 0.0 0.0 -0.1 -0.128
C -0.8882 2.2715 2.3980 0.0 0.0 -0.1 -0.402
H 3.1876 -1.2083 2.5754 0.0 0.0 0.0 0.226
H 0.1065 2.7093 -0.3807 -0.1 0.0 0.0 0.254
H -4.9971 -2.7234 -4.0023 0.0 0.1 -0.1 -0.062
H -4.5615 -5.4390 -3.1853 0.0 0.0 -0.1 0.022
H -1.8905 1.5744 -0.2720 0.0 0.0 0.0 0.183
H 5.3342 -1.1910 -2.1260 0.0 0.0 0.0 0.231
C 2.3321 -0.5643 2.3587 0.0 0.0 -0.1 -0.393
C -1.2437 -0.3231 -1.0743 0.0 -0.1 0.0 -0.394
H -3.9875 0.7890 0.7607 0.0 0.0 0.0 0.224
H 0.1702 3.9702 1.6368 0.1 0.0 0.1 0.230
C -2.1205 3.1592 2.2521 0.0 0.0 0.0 -0.609
H -3.4904 -6.2363 -1.6054 -0.1 0.0 0.0 -0.136
C 0.3670 2.9046 1.7776 0.1 0.0 -0.1 -0.408
H 3.2250 -1.9626 -3.2034 0.0 0.0 0.0 0.227
H -6.2227 -1.6535 -1.8310 -0.1 0.1 0.1 0.386
C -3.2605 0.0497 0.4265 0.0 0.0 0.0 -0.629
C 3.1840 -1.2514 -2.3761 0.0 0.1 0.0 -0.400
C 3.3234 1.5125 3.4858 0.0 0.0 0.0 -0.619
H 2.0276 0.0192 -3.6514 0.0 0.0 0.0 0.229
H 1.0121 1.5191 -2.1979 0.0 0.0 0.0 0.259
N -5.3423 -2.0589 -1.5525 0.0 -0.1 0.1 -1.349
H 1.0573 -0.9712 -2.6031 0.0 0.0 0.0 0.213
H -4.6396 -4.6087 -0.9379 0.0 0.0 0.1 0.028
H -0.8179 -0.0163 -2.0321 0.0 0.0 0.0 0.206
C -2.3381 0.6428 -0.6322 0.0 0.0 0.0 -0.406
H 1.2168 2.8529 2.4548 0.0 -0.1 0.0 0.221
H 3.3884 2.0756 2.5515 0.0 0.0 0.0 0.187
C 1.9637 -0.3623 -2.6295 0.0 0.1 0.0 -0.401
P 1.2153 0.6819 -0.0302 -0.1 -0.1 0.1 1.592
H 1.2311 0.9628 3.4231 0.0 0.0 -0.1 0.198
C 2.5678 -0.0553 0.9278 0.0 0.1 -0.1 -0.749
H -3.8248 -0.7905 0.0172 0.0 0.0 0.0 0.258
H 4.7140 0.0246 -3.2367 0.0 0.0 0.0 0.218
H 3.0478 -1.8664 -1.4842 0.0 0.0 0.1 0.186
H -0.5179 -0.6683 0.9612 0.0 0.1 0.0 0.265
H 3.4187 0.6275 0.8655 0.0 0.0 0.1 0.256
H -1.7001 -1.2997 -1.2509 0.0 0.0 0.0 0.227
H 4.2952 1.0442 3.6523 0.0 0.0 0.0 0.220
H 2.8344 -0.9148 0.3109 0.1 0.0 -0.1 0.259
C 4.5090 -0.5023 -2.3032 0.0 0.0 0.0 -0.615
C 2.2056 0.4766 3.4679 0.1 0.0 0.0 -0.407
H 1.4583 -1.2208 2.3678 0.0 0.0 0.0 0.213
H 0.4203 -1.4679 -0.2723 0.0 0.0 0.0 0.255
H 2.2171 -0.0697 4.4130 0.0 0.0 0.0 0.227
H 4.5300 0.2358 -1.4988 0.0 0.0 0.0 0.188
H -1.9842 4.0872 2.8092 0.0 0.0 0.0 0.216
H -1.0897 1.2912 1.9593 0.0 0.0 0.0 0.189
H -0.7078 2.0900 3.4586 0.0 0.0 0.0 0.217
H 1.7540 2.9159 0.1361 0.0 0.0 0.0 0.256
H -2.3045 3.4260 1.2093 0.0 0.0 0.0 0.200
H -2.4886 -4.5604 -2.2195 0.0 0.0 -0.1 -0.024
H -3.0150 2.6693 2.6330 0.0 0.0 0.0 0.225
C 0.8171 2.4085 0.3956 -0.1 0.0 0.0 -0.729
```
Forces are in eV/Å.

relative energy (zero: lowest compared OMol25 entry of this formula, charge and spin) = 0.000 eV
HOMO = -9.769 eV
HOMO-LUMO gap = 0.2831 Eh
total charge = +1



Record 2
A molecular structure, C3H9N3, computed with wB97M-V/def2-TZVPD.

Geometry as XYZ:
```
15
Properties=species:S:1:pos:R:3:forces:R:3:nbo_charge:R:1
H 0.1704 1.0540 0.3694 -1.5 -0.4 -0.1 0.008
H 0.3624 -1.3765 1.4076 0.1 -0.1 -0.3 0.436
N -1.6262 -0.0149 1.3386 0.2 -0.1 -0.1 -0.906
C -0.8395 0.1188 0.3131 1.4 1.6 0.6 0.311
N 2.3349 0.0728 -0.5624 -1.1 0.4 0.9 -0.698
C 1.5503 0.1196 0.4642 1.3 -1.5 -0.4 0.212
H 0.6174 -1.5444 -0.3108 0.2 -0.3 0.4 0.422
H -1.8341 -0.6644 -1.4244 0.0 0.1 0.0 0.214
H -0.3909 0.3266 -1.7867 0.0 0.0 0.0 0.226
N 0.5230 -0.9368 0.5022 -0.7 0.7 -0.8 -0.670
H -2.5795 0.2649 1.1139 0.2 -0.2 0.0 0.352
H 3.0603 0.7844 -0.4997 0.0 -0.1 0.1 0.352
H 1.8007 0.4665 1.4746 -0.3 0.4 -0.4 0.192
H -1.8870 1.1066 -1.2634 0.0 0.0 0.1 0.238
C -1.2621 0.2228 -1.1363 0.4 -0.5 -0.1 -0.689
```
Forces are in eV/Å.

relative energy (zero: lowest compared OMol25 entry of this formula, charge and spin) = 4.294 eV
HOMO = -7.320 eV
HOMO-LUMO gap = 0.3012 Eh



Record 3
C5H6N2 in the gas phase, computed with wB97M-V/def2-TZVPD.

Geometry as XYZ:
```
13
Properties=species:S:1:pos:R:3:forces:R:3:nbo_charge:R:1
N 0.9794 0.1111 -0.7300 0.1 0.1 -0.2 -0.354
N -2.0052 -2.0112 -1.2737 0.7 1.0 0.3 -0.301
C -0.0921 0.9934 -0.1771 -0.3 0.4 0.2 -0.056
C -0.4284 0.0625 -1.2523 0.1 -0.1 -0.1 -0.214
H -0.0712 0.9761 2.0448 0.2 -0.2 0.0 0.224
H -0.0037 2.0584 -0.3628 -0.4 0.0 0.1 0.217
H -0.9549 -0.3803 1.2870 0.0 0.2 0.1 0.222
C 1.1641 -0.3707 0.7037 0.0 -0.2 0.1 -0.216
H 2.0360 0.1965 1.0479 -0.1 -0.2 -0.1 0.206
H 1.3462 -1.4271 0.9337 -0.3 0.1 -0.5 0.201
H -0.5374 0.5618 -2.2162 0.5 -0.4 0.0 0.256
C -1.3144 -1.0858 -1.1853 -0.4 -0.8 0.1 0.260
C -0.1185 0.3154 1.1803 -0.1 0.0 0.1 -0.444
```
Forces are in eV/Å.

SMILES = N#C[C@H]1[C@H]2CCN21
relative energy (zero: lowest compared OMol25 entry of this formula, charge and spin) = 2.807 eV
HOMO = -9.717 eV
HOMO-LUMO gap = 0.3892 Eh



Record 4
A molecular structure, C9H21CoINOP2Se, computed with wB97M-V/def2-TZVPD.

Geometry as XYZ:
```
37
Properties=species:S:1:pos:R:3:forces:R:3:nbo_charge:R:1
H -0.8823 -3.8273 -1.5167 -0.3 0.3 0.7 0.267
O 1.3502 -1.5704 2.5525 -0.2 2.1 -2.8 -0.440
C -0.7938 3.1986 -0.1238 0.5 -0.1 -0.1 -0.948
C 1.1247 -0.9343 1.6128 1.9 -2.8 3.8 0.548
H 1.8202 3.0729 1.6368 0.4 0.2 -0.2 0.268
H -2.0053 -2.5593 -0.8006 0.4 -0.5 0.0 0.265
C 1.7396 -2.8259 -1.3524 -0.5 0.5 -0.1 -0.925
H 1.0546 2.1886 -1.4617 0.3 -1.4 -0.2 0.252
P -0.1773 1.9042 1.0355 -1.5 1.1 0.2 1.023
H -1.2125 -0.6970 -2.9154 0.3 -0.4 0.0 0.259
I 3.0836 0.4896 0.0834 1.6 0.6 -0.7 0.134
H -0.7819 -3.3743 0.2708 -0.3 -0.1 -0.7 0.242
N -1.1685 -0.8257 1.1074 0.1 -2.4 3.6 -0.418
H 1.3499 1.9348 2.8666 0.0 -0.2 0.2 0.260
H -1.4537 2.7818 -0.8947 0.1 0.0 0.3 0.259
P 0.2275 -1.7762 -1.2316 -0.1 -2.0 -1.7 0.997
H -0.0018 3.7461 -0.6226 0.2 0.0 -0.1 0.254
C 0.9658 1.0732 -1.5510 0.5 1.3 -0.7 -0.607
C 0.9733 2.6661 2.1618 0.3 0.4 0.3 -0.978
C -1.1850 -1.4804 2.1386 -2.0 3.0 -5.0 -0.088
Co 0.7245 -0.0320 0.0492 -1.1 0.7 0.9 0.462
H 2.5216 -2.2875 -1.9006 -0.1 -0.3 0.2 0.264
H -1.3295 3.9410 0.4595 -0.2 0.0 0.1 0.272
H -2.5459 1.5303 1.4173 0.3 0.2 0.3 0.263
C -1.6887 1.8272 2.0484 -0.2 -0.5 0.1 -0.939
H 0.4224 -1.0249 -3.5788 -0.3 -0.2 0.1 0.257
H -1.5847 1.0891 2.8588 -0.1 0.5 -0.2 0.237
H -0.7295 -2.3893 -3.3533 0.1 0.5 0.0 0.273
H 0.4996 3.4683 2.7253 -0.1 0.0 0.0 0.272
H 1.3172 0.6316 -2.4971 0.0 0.3 0.7 0.245
H 1.4217 -3.7360 -1.8789 0.4 0.1 0.2 0.263
C -0.3798 -1.4258 -2.9448 0.3 0.1 0.3 -0.940
H 2.0634 -3.0430 -0.3216 0.0 -0.1 -0.5 0.253
H -1.8412 2.8450 2.4544 0.0 -0.6 -0.1 0.266
H -0.0635 0.7613 -1.2664 -0.5 0.5 -1.0 0.208
Se -1.8342 -2.3165 3.4903 -0.1 -1.0 1.6 0.658
C -1.0007 -3.0237 -0.7575 -0.1 0.1 0.3 -0.940
```
Forces are in eV/Å.

HOMO (alpha / beta) = -15.198 / -16.213 eV
HOMO-LUMO gap (alpha / beta) = 0.2599 / 0.2272 Eh
2S+1 = 5
total charge = +2



Record 5
C5H4N2O in the gas phase, computed with wB97M-V/def2-TZVPD.

Geometry as XYZ:
```
12
Properties=species:S:1:pos:R:3:forces:R:3:nbo_charge:R:1
H 1.4414 -1.9487 1.3810 -0.1 -0.8 0.9 0.217
H -0.7845 -0.6914 2.3884 0.2 -0.4 -0.5 0.256
H 1.4162 -0.4112 -2.4633 -0.4 -0.7 1.6 0.190
C -0.4280 -0.5994 1.3552 5.0 -2.9 0.8 -0.350
N 1.5206 -0.9273 -0.3830 -4.2 -1.1 -0.6 -0.490
H -2.0548 0.8313 -0.7076 1.3 0.2 -0.4 0.217
C 0.8141 -0.4943 -1.4957 4.6 0.7 1.0 0.297
O -0.7966 1.8443 1.1275 1.5 -4.2 0.4 -0.541
N -0.3372 0.1445 -1.6808 -1.4 -0.5 0.3 -0.477
C -0.9552 0.5854 -0.6488 -1.8 -1.3 -0.9 0.167
C 0.7947 -1.2971 0.8560 -2.0 4.3 -2.4 0.121
C -0.5472 0.6297 0.7380 -2.7 6.6 -0.2 0.392
```
Forces are in eV/Å.

SMILES = O=c1ccncnc1
relative energy (zero: lowest compared OMol25 entry of this formula, charge and spin) = 3.636 eV
HOMO = -9.829 eV
HOMO-LUMO gap = 0.3239 Eh